Formula: C3H6N2OS
Source: the OMol25 dataset
Level of theory: ωB97M-V with the def2-TZVPD basis set

Its LUMO energy is 0.8 eV. As for the max |F|: 2.77 eV/A. For the HOMO energy, the calculation gives -9.73 eV.

Atoms and positions in Å:
H 1.5192 -0.9101 1.9108
N 1.2415 -1.1669 0.9248
C 0.5038 -0.3320 0.3786
N 0.0079 0.8645 0.8363
S 0.3686 1.5161 2.3594
C 0.0533 -0.6250 -1.0384
C -1.3844 -0.5499 -1.3815
O -0.4673 0.4850 -1.8046
H -0.2892 1.5165 0.0768
H 1.6119 1.9894 2.1459
H 0.7085 -1.3277 -1.5954
H -1.7219 -1.1726 -2.2190
H -2.1518 -0.2873 -0.5936

Population analysis type Mulliken, resulting atomic charges in e:
1. H 0.247
2. N -0.648
3. C 0.289
4. N -0.335
5. S -0.208
6. C 0.127
7. C -0.355
8. O -0.467
9. H 0.332
10. H 0.145
11. H 0.372
12. H 0.269
13. H 0.232